1.
Density functional theory data (ωB97M-V/def2-TZVPD) for a cluster of 2 separate species, C2H8O in total at a distorted geometry.

Molar mass ... 48.085 g mol⁻¹
Largest force on an atom ... 5.323 eV Å⁻¹
E ... -155.79194 Eh
Kohn-Sham gap (alpha / beta) ... 12.94 / 6.13 eV
E_HOMO (alpha / beta) ... -0.6339 / -0.6337 hartree

```
! wB97M-V def2-TZVPD RIJCOSX def2/J DEFGRID3
* xyz 1 2
C -2.295 0.104 -0.042
H -1.784 0.909 -0.366
H -3.104 0.029 -0.731
H -1.560 -0.686 -0.154
H -2.656 0.273 0.977
C 1.422 0.206 0.639
O 1.140 -0.288 -0.685
H 1.325 -0.649 1.291
H 0.794 0.971 1.087
H 2.349 0.717 0.535
H 0.758 -1.125 -0.738
*
```

Results of the Mulliken charge analysis, in e, for atoms 1 through 8: number 1, C, carries -1.04; number 2, H, carries 0.32; number 3, H, carries 0.33; number 4, H, carries 0.12; number 5, H, carries 0.29; number 6, C, carries -0.37; number 7, O, carries -0.07; number 8, H, carries 0.35

2.
Density functional theory data (ωB97M-V/def2-TZVPD) for a cluster of 7 separate species, C36H38O28P2 in total at a distorted geometry.

Molar mass ... 980.620 g mol⁻¹
Largest force on an atom ... 5.476 eV Å⁻¹
E ... -4183.96311 Eh
Kohn-Sham gap ... 7.37 eV
E_HOMO ... -0.3426 hartree

```
! wB97M-V def2-TZVPD RIJCOSX def2/J DEFGRID3
* xyz 0 1
C -4.341 -2.826 7.394
C -5.485 -3.523 7.467
C -5.846 -4.408 8.612
O -6.850 -5.139 8.587
C -4.732 -4.655 9.565
C -3.619 -3.882 9.506
C -3.364 -2.784 8.515
O -2.531 -1.876 8.547
O -2.659 -4.165 10.460
O -6.445 -3.391 6.492
H -4.176 -2.051 6.660
H -4.831 -5.438 10.302
H -1.791 -3.844 10.203
H -7.138 -4.043 6.621
C 0.576 11.386 7.799
C 0.553 10.663 6.674
C 0.637 11.260 5.253
O 0.458 10.552 4.273
C 0.869 12.749 5.176
C 0.890 13.490 6.314
C 0.758 12.906 7.687
O 0.744 13.540 8.691
O 1.166 14.849 6.319
O 0.430 9.317 6.938
H 0.358 10.942 8.759
H 0.762 13.231 4.216
H 1.712 15.063 7.079
H 0.511 8.815 6.124
C 1.504 1.893 -1.362
C 1.256 2.770 -0.392
C 0.810 2.386 0.945
O 0.706 3.130 1.860
C 0.613 0.909 1.132
C 0.852 0.037 0.065
C 1.404 0.397 -1.221
O 1.692 -0.295 -2.214
O 0.673 -1.248 0.326
O 1.323 4.112 -0.634
H 1.506 2.266 -2.376
H 0.402 0.546 2.127
H 0.985 -1.797 -0.398
H 0.922 4.505 0.145
C 6.830 2.522 -8.756
C 7.577 1.627 -9.425
C 8.192 1.945 -10.797
O 8.822 1.157 -11.432
C 7.804 3.301 -11.301
C 7.054 4.199 -10.575
C 6.441 3.886 -9.251
O 5.719 4.601 -8.515
O 6.798 5.472 -10.990
O 8.124 0.575 -8.761
H 6.562 2.243 -7.748
H 8.141 3.673 -12.257
H 7.245 5.586 -11.832
H 8.825 0.211 -9.305
C -3.671 -11.248 3.512
C -2.760 -10.312 3.137
C -2.224 -9.316 4.166
O -1.287 -8.507 3.926
C -2.496 -9.674 5.516
C -3.449 -10.634 5.820
C -4.305 -11.359 4.877
O -5.314 -12.080 5.065
O -3.597 -11.002 7.085
O -2.193 -10.204 1.908
H -3.806 -12.043 2.795
H -1.741 -9.426 6.246
H -4.330 -11.613 7.184
H -1.572 -9.475 1.972
C -4.972 5.861 -0.580
O -4.690 6.699 -1.672
P -4.515 6.006 -3.151
O -3.772 4.754 -3.089
O -6.008 5.901 -3.611
C -6.314 5.570 -4.907
O -3.872 7.176 -4.112
C -2.728 6.897 -4.810
H -4.453 4.903 -0.602
H -6.025 5.592 -0.497
H -4.666 6.427 0.301
H -6.485 4.497 -4.994
H -5.489 5.774 -5.590
H -7.135 6.166 -5.304
H -2.880 6.985 -5.885
H -2.138 5.995 -4.645
H -1.977 7.648 -4.568
C 3.973 -9.321 -2.474
O 2.936 -9.337 -3.388
P 2.528 -7.932 -4.098
O 1.794 -6.971 -3.276
O 1.734 -8.505 -5.419
C 1.529 -7.674 -6.473
O 3.905 -7.427 -4.775
C 4.807 -6.542 -4.095
H 4.274 -8.362 -2.052
H 4.830 -9.802 -2.944
H 3.671 -9.987 -1.666
H 1.555 -6.590 -6.359
H 0.532 -7.992 -6.780
H 2.199 -8.043 -7.248
H 5.535 -7.056 -3.468
H 4.302 -5.824 -3.449
H 5.360 -5.940 -4.816
*
```

Results of the Mulliken charge analysis, in e, for atoms 1 through 8: number 1, C, carries -0.64; number 2, C, carries 0.30; number 3, C, carries 0.70; number 4, O, carries -0.60; number 5, C, carries -0.71; number 6, C, carries 0.62; number 7, C, carries 0.40; number 8, O, carries -0.56

3.
Density functional theory data (ωB97M-V/def2-TZVPD) for a structure of composition C22H15BeO4P at a distorted geometry.

Molar mass ... 383.344 g mol⁻¹
Largest force on an atom ... 7.089 eV Å⁻¹
E ... -1503.64083 Eh
Kohn-Sham gap (alpha / beta) ... 4.04 / 4.26 eV
E_HOMO (alpha / beta) ... -0.5571 / -0.5570 hartree

```
! wB97M-V def2-TZVPD RIJCOSX def2/J DEFGRID3
* xyz 2 1
Be -1.111 0.339 -2.157
O -1.644 -1.909 -3.908
C -1.419 -1.017 -3.214
C -1.916 1.888 -2.478
O -2.755 2.645 -2.109
C 0.094 0.855 -3.412
O 1.196 0.742 -3.836
C -1.022 1.869 -3.708
O -1.122 2.514 -4.735
C -0.763 -4.071 1.535
C -1.751 -3.524 0.704
C -1.548 -2.284 0.085
C -0.350 -1.585 0.295
C 0.620 -2.112 1.158
C 0.424 -3.361 1.763
P -0.148 0.112 -0.395
C -0.940 1.088 0.934
C -2.333 1.241 0.860
C -3.034 1.838 1.902
C -2.348 2.288 3.034
C -0.963 2.112 3.129
C -0.262 1.481 2.093
C 1.644 0.361 -0.384
C 2.252 1.524 0.115
C 3.646 1.645 0.080
C 4.419 0.647 -0.514
C 3.810 -0.494 -1.051
C 2.428 -0.631 -0.975
H -0.911 -5.062 1.975
H -2.687 -4.060 0.524
H -2.333 -1.848 -0.547
H 1.536 -1.552 1.371
H 1.192 -3.776 2.408
H -2.878 0.874 -0.012
H -4.114 1.933 1.820
H -2.905 2.760 3.845
H -0.430 2.449 4.021
H 0.810 1.290 2.196
H 1.644 2.328 0.541
H 4.126 2.522 0.517
H 5.509 0.745 -0.570
H 4.394 -1.277 -1.528
H 1.947 -1.528 -1.374
*
```

Results of the Mulliken charge analysis, in e, for atoms 1 through 8: number 1, Be, carries 1.59; number 2, O, carries -0.18; number 3, C, carries 0.24; number 4, C, carries 0.40; number 5, O, carries -0.25; number 6, C, carries 0.45; number 7, O, carries -0.22; number 8, C, carries 0.17

4.
Density functional theory data (ωB97M-V/def2-TZVPD) for a cluster of 4 separate species, C25H32N5O2P in total at a distorted geometry.

Molar mass ... 465.538 g mol⁻¹
Largest force on an atom ... 3.265 eV Å⁻¹
E ... -1737.30618 Eh
Kohn-Sham gap ... 8.66 eV
E_HOMO ... -0.2955 hartree

```
! wB97M-V def2-TZVPD RIJCOSX def2/J DEFGRID3
* xyz 0 1
N -0.642 0.826 -1.512
C -1.073 2.012 -2.249
O -0.470 3.043 -2.188
C -2.381 1.827 -3.061
C -3.594 1.866 -2.045
P -4.833 3.258 -2.329
C -3.487 4.605 -2.463
C -4.015 6.034 -2.092
O -4.295 6.179 -0.696
C -6.259 1.955 -2.153
C -6.965 1.955 -0.932
C -8.004 0.990 -0.708
C -8.184 0.110 -1.821
C -7.403 0.285 -2.984
N -6.421 1.171 -3.248
H 0.365 0.720 -1.622
H -0.897 0.941 -0.530
H -2.468 2.518 -3.919
H -2.315 0.800 -3.493
H -3.166 2.011 -1.021
H -4.080 0.869 -2.022
H -5.292 3.554 -3.664
H -5.398 3.982 -1.232
H -3.010 4.627 -3.469
H -2.716 4.357 -1.687
H -4.945 6.253 -2.665
H -3.213 6.766 -2.362
H -3.474 6.116 -0.188
H -6.720 2.693 -0.149
H -8.569 0.945 0.234
H -8.930 -0.700 -1.773
H -7.623 -0.414 -3.822
N 3.220 2.478 2.830
C 3.430 1.198 3.152
C 2.877 0.127 2.467
C 2.054 0.398 1.386
C 1.819 1.719 1.034
C 2.425 2.715 1.784
H 4.078 1.036 4.006
H 3.084 -0.891 2.772
H 1.600 -0.411 0.824
H 1.182 1.971 0.196
H 2.274 3.762 1.544
N 2.918 -3.149 3.831
C 3.757 -3.784 3.004
C 3.764 -5.159 2.821
C 2.855 -5.921 3.536
C 1.978 -5.285 4.400
C 2.050 -3.905 4.509
H 4.453 -3.146 2.468
H 4.464 -5.619 2.137
H 2.830 -6.998 3.422
H 1.254 -5.846 4.976
H 1.381 -3.364 5.169
N 6.438 -3.130 1.143
C 5.888 -3.921 0.210
C 6.624 -4.697 -0.672
C 8.005 -4.653 -0.590
C 8.596 -3.843 0.364
C 7.772 -3.108 1.201
H 4.803 -3.920 0.182
H 6.126 -5.319 -1.404
H 8.615 -5.245 -1.263
H 9.672 -3.782 0.458
H 8.190 -2.462 1.966
*
```

Results of the Mulliken charge analysis, in e, for atoms 1 through 8: number 1, N, carries -0.53; number 2, C, carries 0.31; number 3, O, carries -0.55; number 4, C, carries -0.46; number 5, C, carries -0.82; number 6, P, carries 0.53; number 7, C, carries -0.29; number 8, C, carries -0.68

5.
Density functional theory data (ωB97M-V/def2-TZVPD) for a structure of composition C34H31IIrN4O3 at a distorted geometry.

Molar mass ... 862.768 g mol⁻¹
Largest force on an atom ... 1.164 eV Å⁻¹
E ... -2160.84809 Eh
Kohn-Sham gap (alpha / beta) ... 7.08 / 7.08 eV
E_HOMO (alpha / beta) ... -0.3910 / -0.3910 hartree

```
! wB97M-V def2-TZVPD RIJCOSX def2/J DEFGRID3
* xyz 1 1
Ir -0.406 0.340 0.702
C -4.335 4.985 -2.474
C -3.691 5.547 -1.235
C -3.976 6.834 -0.793
C -3.368 7.364 0.335
C -2.448 6.604 1.040
C -2.159 5.309 0.634
C -2.781 4.793 -0.495
N -2.566 3.440 -0.912
C -1.495 2.658 -0.612
N -0.293 3.218 -0.679
C 0.976 2.634 -0.469
C 1.108 1.299 -0.128
C 2.381 0.755 0.009
C 3.504 1.554 -0.133
C 3.349 2.899 -0.432
C 2.093 3.460 -0.614
C 1.935 4.921 -0.941
N -1.662 1.342 -0.459
C -2.983 0.831 -0.214
C -3.719 1.303 0.871
C -4.941 0.731 1.180
C -5.430 -0.308 0.397
C -4.700 -0.757 -0.693
C -3.466 -0.199 -1.023
C -2.693 -0.674 -2.224
H -4.847 5.770 -3.027
H -5.078 4.218 -2.233
H -3.593 4.531 -3.134
H -4.684 7.432 -1.354
H -3.617 8.364 0.665
H -1.958 7.005 1.918
H -1.462 4.708 1.205
H -3.403 2.926 -1.141
H -0.299 4.216 -0.828
H 2.498 -0.301 0.239
H 4.492 1.133 -0.002
H 4.223 3.530 -0.532
H 2.910 5.392 -1.042
H 1.396 5.442 -0.144
H 1.401 5.072 -1.884
H -3.305 2.091 1.490
H -5.502 1.087 2.034
H -6.381 -0.765 0.634
H -5.099 -1.549 -1.316
H -3.209 -1.500 -2.710
H -1.694 -0.997 -1.947
H -2.573 0.130 -2.952
O 2.111 4.042 4.265
C 2.121 2.702 4.311
C 2.962 2.086 5.240
C 3.035 0.712 5.310
C 2.286 -0.092 4.447
C 1.440 0.515 3.549
C 1.324 1.908 3.472
C 0.353 2.537 2.549
O 0.396 3.737 2.306
O -0.601 1.749 2.074
H 1.516 4.298 3.532
H 3.563 2.718 5.881
H 3.686 0.253 6.043
H 2.360 -1.170 4.500
H 0.839 -0.094 2.877
I -1.980 -1.588 2.169
C -0.801 -2.493 0.707
C -0.627 -3.856 0.598
C 0.230 -4.316 -0.392
C 0.878 -3.405 -1.213
C 0.639 -2.057 -1.036
N -0.197 -1.604 -0.090
H -1.143 -4.534 1.263
H 0.391 -5.379 -0.514
H 1.556 -3.733 -1.988
H 1.105 -1.302 -1.655
*
```

Results of the Mulliken charge analysis, in e, for atoms 1 through 8: number 1, Ir, carries 0.02; number 2, C, carries -1.49; number 3, C, carries 0.59; number 4, C, carries -0.71; number 5, C, carries -0.71; number 6, C, carries -0.96; number 7, C, carries -0.19; number 8, C, carries 0.07

6.
Density functional theory data (ωB97M-V/def2-TZVPD) for a cluster of 11 separate species, C24H70O11 in total at a distorted geometry.

Molar mass ... 534.813 g mol⁻¹
Largest force on an atom ... 3.425 eV Å⁻¹
E ... -1783.88873 Eh
Kohn-Sham gap ... 10.04 eV
E_HOMO ... -0.3504 hartree

```
! wB97M-V def2-TZVPD RIJCOSX def2/J DEFGRID3
* xyz 0 1
C -1.549 4.759 -3.698
C -1.739 3.735 -2.646
C -2.642 4.295 -1.529
O -2.189 2.562 -3.344
H -1.045 4.349 -4.550
H -0.966 5.590 -3.251
H -2.551 5.087 -4.069
H -0.783 3.357 -2.159
H -3.700 4.486 -1.930
H -2.368 5.264 -1.101
H -2.719 3.536 -0.734
H -2.297 1.863 -2.640
C -2.133 0.718 0.485
C -1.032 0.073 -0.311
C -0.945 -1.457 -0.064
O -1.329 0.356 -1.747
H -3.088 0.430 0.036
H -1.997 1.792 0.478
H -2.086 0.365 1.477
H -0.083 0.582 -0.071
H -1.920 -1.945 -0.264
H -0.699 -1.709 0.977
H -0.166 -1.866 -0.707
H -1.535 -0.480 -2.165
C 4.080 2.872 -0.261
C 3.388 1.872 0.676
O 3.150 0.612 -0.025
H 3.459 2.949 -1.168
H 5.078 2.469 -0.485
H 4.153 3.851 0.199
H 2.427 2.296 1.093
H 3.945 1.527 1.543
H 2.592 0.804 -0.782
C 3.870 -3.124 3.337
C 3.086 -1.861 3.257
O 2.657 -1.566 1.883
H 3.804 -3.443 4.392
H 4.838 -3.052 2.869
H 3.379 -3.928 2.752
H 3.658 -1.044 3.673
H 2.175 -1.974 3.982
H 2.949 -0.625 1.643
C -3.108 -4.724 3.701
C -1.730 -4.015 3.560
O -1.040 -4.097 4.824
H -3.578 -4.761 2.730
H -3.727 -4.125 4.391
H -2.906 -5.740 4.096
H -1.834 -2.995 3.280
H -1.113 -4.495 2.775
H -1.336 -3.349 5.331
C 1.869 -2.675 -2.743
C 2.158 -3.564 -1.623
O 1.102 -4.111 -0.843
H 1.390 -1.771 -2.281
H 1.218 -3.054 -3.505
H 2.819 -2.327 -3.237
H 2.831 -2.991 -0.920
H 2.713 -4.419 -2.001
H 0.899 -3.598 -0.116
C -3.853 5.450 1.734
C -2.400 5.256 2.168
O -1.873 3.952 1.827
H -4.174 6.374 2.190
H -4.440 4.639 2.177
H -3.892 5.436 0.681
H -2.315 5.598 3.192
H -1.821 6.009 1.634
H -2.601 3.307 2.001
C -2.419 -2.124 -6.017
C -1.595 -1.359 -4.971
O -2.039 -1.604 -3.599
H -2.182 -1.865 -7.050
H -3.519 -2.011 -5.847
H -2.238 -3.163 -5.910
H -1.623 -0.283 -5.086
H -0.563 -1.688 -5.091
H -2.084 -2.631 -3.447
C -2.219 -5.012 -0.641
C -2.131 -5.332 -2.163
O -2.533 -4.154 -2.893
H -1.496 -4.231 -0.459
H -1.943 -5.933 -0.051
H -3.183 -4.631 -0.317
H -2.742 -6.213 -2.423
H -1.090 -5.493 -2.478
H -3.428 -3.982 -2.567
C 3.706 2.849 7.981
C 4.518 3.215 6.707
O 4.436 2.154 5.793
H 3.452 3.745 8.550
H 4.363 2.150 8.533
H 2.842 2.329 7.670
H 5.553 3.438 6.980
H 4.059 4.068 6.232
H 5.040 2.278 5.085
C 0.841 1.820 -4.262
C 1.793 1.003 -3.446
O 1.300 0.864 -2.148
H 0.476 2.753 -3.804
H -0.124 1.245 -4.366
H 1.276 2.166 -5.269
H 2.770 1.443 -3.472
H 1.980 -0.018 -3.775
H 0.362 0.619 -2.046
*
```

Results of the Mulliken charge analysis, in e, for atoms 1 through 8: number 1, C, carries -1.61; number 2, C, carries 1.38; number 3, C, carries -1.16; number 4, O, carries -0.62; number 5, H, carries 0.45; number 6, H, carries 0.33; number 7, H, carries 0.37; number 8, H, carries -0.12

7.
Density functional theory data (ωB97M-V/def2-TZVPD) for a structure of composition C31H47MoNO4P2 at a distorted geometry.

Molar mass ... 655.608 g mol⁻¹
Largest force on an atom ... 5.046 eV Å⁻¹
E ... -2315.09594 Eh
Kohn-Sham gap (alpha / beta) ... 5.20 / 4.31 eV
E_HOMO (alpha / beta) ... -0.4893 / -0.4890 hartree

```
! wB97M-V def2-TZVPD RIJCOSX def2/J DEFGRID3
* xyz 2 3
Mo 0.518 3.431 -0.304
C -1.248 2.496 1.020
C -1.827 2.735 -0.288
C -1.249 0.503 -0.179
C -0.873 1.098 1.046
C -1.743 1.492 -1.044
C -1.373 3.405 2.182
H -1.539 4.431 1.861
H -0.458 3.382 2.773
H -2.197 3.137 2.853
C -0.375 0.311 2.187
H -0.131 0.935 3.054
H 0.541 -0.232 1.889
H -1.104 -0.460 2.503
C -1.130 -0.956 -0.410
H -1.695 -1.538 0.319
H -0.088 -1.274 -0.279
H -1.435 -1.272 -1.406
C -2.299 1.236 -2.393
H -3.174 0.569 -2.321
H -1.577 0.736 -3.057
H -2.633 2.155 -2.892
C -2.732 3.880 -0.599
H -3.750 3.716 -0.198
H -2.858 4.033 -1.680
H -2.358 4.812 -0.160
C 2.670 4.384 -1.001
C 1.658 5.094 -0.275
C 0.737 6.056 -0.969
C -0.222 5.423 -1.995
C -0.277 3.924 -2.096
C 0.808 2.950 -2.258
C 2.018 3.260 -3.112
C 2.821 4.406 -2.495
H 1.308 6.846 -1.468
H -0.045 5.841 -2.998
H 0.198 6.573 -0.159
H 2.565 5.356 -3.001
H 3.648 4.255 -0.519
H 1.922 5.311 0.773
H 3.882 4.277 -2.786
H 2.662 2.364 -3.141
H 0.420 1.940 -2.535
H 1.691 3.496 -4.137
H -1.222 5.766 -1.686
H -1.184 3.617 -2.597
P 2.625 0.706 0.798
P 1.480 -0.838 -2.407
C 3.678 0.536 -0.795
C 3.264 -0.291 -2.038
H 4.606 0.082 -0.422
H 3.872 1.583 -1.099
H 3.559 0.273 -2.932
H 3.811 -1.249 -2.035
C 1.333 -2.592 -2.872
H 0.257 -2.807 -2.810
H 1.851 -3.232 -2.161
H 1.685 -2.753 -3.888
C 1.258 -0.134 -4.102
H 2.226 0.161 -4.539
H 0.598 0.738 -4.094
H 0.795 -0.907 -4.726
C 3.656 -0.084 2.128
H 3.214 0.213 3.094
H 4.711 0.240 2.075
H 3.595 -1.176 2.018
C 2.959 2.466 1.362
H 2.126 3.216 1.157
H 3.878 2.861 0.908
H 3.068 2.476 2.457
O 3.894 -2.695 -0.340
C 2.736 -2.747 0.175
O 1.776 -1.929 0.014
C 2.432 -3.920 1.084
C 1.219 -3.931 1.821
C 0.861 -5.031 2.583
C 1.719 -6.147 2.618
C 2.946 -6.147 1.925
C 3.288 -5.047 1.147
N 1.276 -7.291 3.337
O 0.156 -7.245 3.904
O 2.012 -8.300 3.396
H 0.575 -3.051 1.796
H -0.084 -5.044 3.112
H 3.579 -7.017 1.985
H 4.231 -5.023 0.602
*
```

Results of the Mulliken charge analysis, in e, for atoms 1 through 8: number 1, Mo, carries -1.11; number 2, C, carries -0.84; number 3, C, carries 1.89; number 4, C, carries 0.81; number 5, C, carries 1.42; number 6, C, carries 0.57; number 7, C, carries -1.56; number 8, H, carries 0.32